1.
{
  "formula": "C3H20ClN6O11",
  "method": "ωB97M-V with the def2-TZVPD basis set",
  "multiplicity": 1,
  "gap_ha": 0.310,
  "de_lowest_kj_mol": 0.00,
  "total_charge": -1,
  "energy_ev": -47415.895,
  "species": ["Cl", "O", "O", "O", "O", "O", "H", "H", "O", "H", "H", "O", "H", "H", "O", "H", "H", "C", "O", "N", "N", "H", "H", "H", "H", "C", "O", "N", "N", "H", "H", "H", "H", "C", "O", "N", "N", "H", "H", "H", "H"],
  "coordinates": [[-11.512, 9.089, 1.433], [-12.684, 8.621, 2.131], [-10.370, 8.810, 2.277], [-11.326, 8.337, 0.219], [-11.614, 10.423, 0.968], [-8.118, 6.318, -2.842], [-8.662, 6.207, -2.061], [-8.354, 7.182, -3.177], [-11.054, 13.902, 4.313], [-11.406, 13.238, 3.719], [-10.108, 13.871, 4.174], [-5.898, 9.647, 0.633], [-5.653, 10.250, 1.335], [-6.788, 9.373, 0.851], [-15.547, 5.602, -0.821], [-14.700, 5.910, -0.498], [-15.549, 4.664, -0.632], [-19.382, 11.420, 0.992], [-19.976, 10.400, 0.884], [-19.841, 12.599, 0.636], [-18.104, 11.517, 1.096], [-20.849, 12.610, 0.583], [-19.277, 13.437, 0.627], [-17.607, 12.391, 1.003], [-17.502, 10.744, 1.345], [-12.230, 3.276, 5.509], [-11.639, 2.181, 5.572], [-12.453, 4.117, 6.416], [-12.935, 3.517, 4.425], [-12.640, 5.082, 6.186], [-12.290, 3.947, 7.398], [-13.651, 4.193, 4.648], [-12.999, 2.764, 3.755], [-15.231, 13.549, -2.849], [-16.046, 13.824, -3.671], [-14.817, 12.305, -2.691], [-14.425, 14.250, -2.151], [-14.052, 12.194, -2.040], [-15.116, 11.745, -3.477], [-13.773, 13.724, -1.587], [-14.604, 15.243, -2.172]],
  "atomic_forces_ev_per_a": [[0.8245, -2.9622, -0.9597], [-0.4558, 0.6801, 0.0470], [0.0961, 1.1246, 0.2989], [-0.1928, -1.1392, -0.5099], [-0.2648, 2.3705, 1.0855], [0.2051, -0.2156, -0.2017], [-0.1695, 0.0131, 0.2669], [-0.0660, 0.2220, -0.0270], [-0.1057, 0.2804, 0.1875], [-0.1137, -0.2872, -0.1828], [0.2098, -0.0496, -0.0359], [0.2714, -0.0094, -0.1816], [0.0335, 0.1268, 0.1549], [-0.3644, -0.1278, 0.0315], [-0.2429, 0.0087, -0.1409], [0.2898, 0.2368, 0.1161], [-0.0134, -0.2029, 0.0366], [0.3319, 0.1166, -2.1068], [-2.3113, -2.7689, 0.9725], [-3.3638, 3.0052, -0.3920], [6.4178, -0.4591, 1.6582], [0.2286, 0.6834, -0.2349], [-0.5867, -0.2374, 0.1211], [-0.2653, -0.2855, 0.1300], [-0.4422, -0.0830, -0.1641], [1.3597, -7.1214, -3.0680], [0.4465, 0.9579, 1.0312], [-0.2783, 5.0270, 6.0183], [-1.2434, 1.4864, -2.2866], [-0.0717, -0.2100, 0.0210], [0.4642, -0.1969, -0.4575], [-0.4441, -0.4405, -1.3605], [-0.2133, 0.5106, 0.0692], [0.3421, -2.9076, -1.6712], [-2.4956, 1.9143, -1.5147], [-0.6237, -3.4529, -0.1313], [1.6958, 5.2865, 2.6507], [-0.2542, -1.5359, -0.8793], [0.6089, -0.8436, 0.6857], [0.0464, 1.5503, 0.1967], [0.7105, -0.0646, 0.7269]],
  "mulliken_charge": [1.620, -0.655, -0.661, -0.680, -0.626, -0.652, 0.335, 0.316, -0.655, 0.340, 0.314, -0.650, 0.308, 0.342, -0.646, 0.338, 0.308, 0.657, -0.629, -0.393, -0.348, 0.214, 0.172, 0.135, 0.193, 0.653, -0.690, -0.391, -0.418, 0.223, 0.201, 0.195, 0.230, 0.699, -0.645, -0.405, -0.371, 0.151, 0.209, 0.153, 0.211]
}

2.
{
  "formula": "C3H21N2O5",
  "method": "ωB97M-V with the def2-TZVPD basis set",
  "multiplicity": 1,
  "gap_ha": 0.377,
  "de_lowest_kj_mol": 134.75,
  "total_charge": 1,
  "energy_ev": -16662.761,
  "species": ["N", "C", "C", "N", "C", "H", "H", "H", "H", "H", "H", "H", "H", "H", "H", "H", "H", "H", "O", "H", "H", "O", "H", "H", "O", "H", "H", "O", "H", "H", "O"],
  "coordinates": [[0.107, -1.938, 0.993], [0.953, -2.219, -0.222], [1.684, -0.883, -0.637], [0.633, 0.060, -1.129], [1.107, 1.463, -1.077], [-0.354, -1.039, 0.831], [-0.518, -2.707, 1.179], [0.655, -1.780, 1.869], [1.653, -3.064, -0.037], [0.200, -2.560, -1.065], [2.146, -0.402, 0.208], [2.314, -1.146, -1.508], [0.374, -0.217, -2.063], [1.384, 1.741, -0.043], [0.307, 2.210, -1.220], [1.959, 1.650, -1.793], [0.790, 0.864, 2.615], [1.257, 0.189, 3.791], [0.863, -0.094, 2.941], [-1.454, -2.911, -1.626], [-1.607, -1.405, -1.472], [-1.475, -2.221, -0.965], [-0.612, 2.600, 1.935], [-0.803, 2.110, 3.346], [-0.120, 2.353, 2.709], [-1.012, 1.464, 0.256], [-2.299, 2.510, 0.102], [-1.777, 1.901, 0.621], [-2.885, 1.138, -2.663], [-1.524, 1.237, -3.364], [-1.946, 1.095, -2.513]],
  "atomic_forces_ev_per_a": [[1.6230, 0.0843, 0.5594], [0.5960, -0.3307, -1.5578], [-2.1087, -1.1544, -1.3379], [0.4461, 0.3761, 1.4474], [0.2510, 0.4016, -0.1819], [-0.5207, -0.3216, -0.1013], [-0.7330, 0.0694, -0.1580], [-0.0717, 0.1380, -0.6850], [-0.3659, 0.7890, 0.2777], [2.5489, 0.9583, 2.1508], [0.6950, -0.0977, 0.1273], [0.4839, 0.1957, 0.9178], [-0.1087, 0.2533, -0.1917], [0.4774, -0.5977, -0.3930], [0.0896, -0.6157, -0.7469], [-0.7649, 0.0562, 0.8393], [-0.6308, -1.2636, -0.1241], [-0.1086, -1.0457, -0.1492], [0.7550, 1.9192, 0.3164], [-0.5084, -0.4266, -0.3626], [-0.1776, 0.1014, 0.1522], [-1.7738, 0.4456, -0.5310], [-0.6926, 0.2215, -0.7969], [0.0934, 0.0524, -0.0416], [0.6810, -0.0199, 0.9802], [-0.1551, 0.2011, -1.3378], [0.5639, -0.2051, -0.9119], [-0.5395, -0.0949, 1.8940], [-0.5609, 0.0693, -0.2385], [-0.1701, 0.1190, -0.1464], [0.6866, -0.2778, 0.3311]],
  "mulliken_charge": [-0.157, -0.332, -0.764, -0.029, -1.190, 0.135, 0.355, 0.344, 0.460, 0.156, 0.425, 0.376, 0.199, 0.394, 0.328, 0.351, 0.369, 0.322, -0.647, 0.311, 0.319, -0.667, 0.357, 0.335, -0.699, 0.352, 0.301, -0.723, 0.280, 0.301, -0.560]
}